(1)
# C2H5FS

A 2-piece molecular cluster, C2H5FS overall (wB97M-V/def2-TZVPD, the OMol25 dataset).

Results
Frontier orbital gap ... 9.793 eV
Calculated total energy ... -577.1580 Ha
Total charge ... 0
Energy above the lowest of the compared OMol25 structures with the same formula, charge and spin ... 201.4 kJ/mol

```
9
Properties=species:S:1:pos:R:3:forces:R:3
C 0.4783 0.1392 -0.1160 1.91 -1.13 2.28
C -0.8930 0.3566 -0.5830 -1.00 2.76 1.15
F -1.6271 1.9578 0.4978 1.21 -2.26 -1.42
S -1.9127 -0.9378 -0.1576 -1.27 0.74 -1.03
H 0.5939 -0.0221 1.0368 -0.83 0.46 -1.86
H 1.2524 0.8926 -0.3094 -0.53 -0.23 -0.57
H 0.7327 -0.8994 -0.4866 0.35 1.31 -0.07
H -1.0487 1.0183 -1.4538 -0.26 -0.80 0.59
H -0.9791 -1.3863 0.6252 0.42 -0.85 0.93
```
Forces are in eV/Å.

(2)
# C2H5FS

One molecule with the formula C2H5FS (wB97M-V/def2-TZVPD, the OMol25 dataset).

Results
Frontier orbital gap ... 10.343 eV
Structure (SMILES) ... C[C@H](F)S
Calculated total energy ... -577.2241 Ha
Total charge ... 0
Energy above the lowest of the compared OMol25 structures with the same formula, charge and spin ... 27.9 kJ/mol

```
9
Properties=species:S:1:pos:R:3:forces:R:3
C 0.8714 0.2789 -0.3788 -0.27 0.54 2.24
C -0.2708 -0.2461 0.5647 2.36 0.96 0.18
F -0.4515 -1.6397 0.3962 0.50 1.15 0.49
S -1.7410 0.5934 0.2548 -1.92 0.53 0.11
H 0.7045 0.0744 -1.4061 -0.41 -0.17 -0.94
H 1.6645 -0.3633 -0.0111 0.97 0.48 -0.38
H 1.0458 1.4289 -0.2268 -0.23 -2.41 -0.09
H 0.0658 0.0678 1.6013 -0.45 -1.12 -0.86
H -1.8887 -0.1943 -0.7941 -0.56 0.05 -0.76
```
Forces are in eV/Å.

(3)
# C2H5HgO

C2H5HgO as an isolated structure (wB97M-V/def2-TZVPD, the OMol25 dataset).

Results
Frontier orbital gap ... 6.127 eV
Calculated total energy ... -307.7460 Ha
Total charge ... -1
Energy above the lowest of the compared OMol25 structures with the same formula, charge and spin ... 0.0 kJ/mol

```
9
Properties=species:S:1:pos:R:3:forces:R:3
C -0.3627 0.4256 -0.2062 0.83 -1.28 0.19
C 0.3396 0.2404 1.1153 -0.01 -0.01 0.21
H -1.4599 0.3302 -0.1196 0.35 0.68 -0.37
H 0.0581 1.2612 -0.7932 -0.80 -0.08 0.13
H -0.3716 0.1384 1.9495 0.28 0.01 -0.02
H 1.0636 1.0432 1.3240 -0.07 -0.26 0.12
Hg -0.0585 -1.5735 -2.6195 -0.54 -2.59 -6.07
O 0.0962 -0.8201 -0.8601 0.78 2.16 6.05
H 0.6952 -1.0455 0.2097 -0.82 1.37 -0.24
```
Forces are in eV/Å.

(4)
# C2H5I2P

C2H5I2P as an isolated structure (wB97M-V/def2-TZVPD, the OMol25 dataset).

Results
Frontier orbital gap ... 9.095 eV
Calculated total energy ... -1015.9197 Ha
Total charge ... 0
Energy above the lowest of the compared OMol25 structures with the same formula, charge and spin ... 96.4 kJ/mol

```
10
Properties=species:S:1:pos:R:3:forces:R:3
C -1.0679 -0.3886 -0.5793 -2.44 -0.09 -1.93
C 0.1095 0.4793 -0.2142 2.56 -0.57 -1.08
P 0.6818 -0.0224 1.4939 -0.80 -0.30 -0.01
I -0.4511 2.5975 -0.0770 0.37 -0.89 -0.09
I 2.0940 -1.9701 0.9446 -0.17 0.02 -0.04
H -1.9655 -0.2520 0.1531 1.85 -0.50 -0.90
H -0.6771 -1.4751 -0.6247 -1.01 1.59 0.00
H -1.6107 -0.0630 -1.6319 1.76 -1.01 2.40
H 1.1239 0.2944 -0.9179 -3.10 0.91 1.47
H 1.7629 0.8000 1.4534 0.98 0.84 0.19
```
Forces are in eV/Å.

(5)
# C2H5IN2

One molecule with the formula C2H5IN2 (wB97M-V/def2-TZVPD, the OMol25 dataset).

Results
Frontier orbital gap (alpha / beta) ... 7.292 / 7.566 eV
Calculated total energy ... -486.2529 Ha
Total charge ... 0
Energy above the lowest of the compared OMol25 structures with the same formula, charge and spin ... 273.8 kJ/mol

```
10
Properties=species:S:1:pos:R:3:forces:R:3
C -1.3085 -0.5643 -0.4964 3.88 -0.12 1.43
C 1.1111 -0.7250 0.6113 -3.58 -0.67 -1.53
N -0.0962 -0.1180 0.1062 -1.38 -0.02 -0.42
N -0.3423 1.2623 0.3956 -0.25 0.26 -2.86
I 2.9662 -0.0548 -0.0844 -0.16 0.14 0.03
H -1.2251 -1.4071 -1.2000 -0.43 0.45 0.80
H -2.1328 0.0525 -0.1423 -0.03 -0.59 -0.61
H 0.9354 -1.8283 0.5283 0.62 0.96 0.09
H -0.3492 1.7426 -0.5653 -0.15 -0.83 1.87
H 0.4414 1.6402 0.8469 1.46 0.42 1.20
```
Forces are in eV/Å.

(6)
# C2H5IN2

A 2-piece molecular cluster, C2H5IN2 overall (wB97M-V/def2-TZVPD, the OMol25 dataset).

Results
Frontier orbital gap ... 8.625 eV
Calculated total energy ... -486.2470 Ha
Total charge ... 0
Energy above the lowest of the compared OMol25 structures with the same formula, charge and spin ... 289.3 kJ/mol

```
10
Properties=species:S:1:pos:R:3:forces:R:3
C -0.7498 0.9855 0.2893 -2.54 0.63 0.37
C 0.4472 0.1052 0.2126 3.58 2.47 -2.53
N 0.5232 -1.8746 -1.0000 0.76 1.20 -1.16
N 0.0458 -1.1684 -0.1257 -1.77 -1.91 -0.23
I 1.8237 -0.0996 1.8813 -0.60 0.24 -0.40
H -0.6995 1.7513 -0.5025 -0.48 -0.82 -0.05
H -1.7560 0.3682 0.3040 2.09 1.21 -0.34
H -0.8142 1.6335 1.1560 0.30 -0.25 0.62
H 1.2975 0.9444 -0.9813 -1.54 -2.50 2.77
H -0.1180 -2.6455 -1.2336 0.19 -0.26 0.95
```
Forces are in eV/Å.

(7)
# C2H5IN2

A 2-piece molecular cluster, C2H5IN2 overall (wB97M-V/def2-TZVPD, the OMol25 dataset).

Results
Frontier orbital gap ... 8.143 eV
Calculated total energy ... -486.2085 Ha
Total charge ... 0
Energy above the lowest of the compared OMol25 structures with the same formula, charge and spin ... 390.4 kJ/mol

```
10
Properties=species:S:1:pos:R:3:forces:R:3
C -0.5762 1.4333 -0.0458 1.29 -3.59 2.06
C 0.4529 -1.3295 1.1522 0.43 0.73 -0.40
N 0.0289 0.2919 0.0692 -0.46 0.09 -0.47
N 0.5326 -0.2763 -1.0449 1.13 0.87 -3.01
I -1.2570 -2.5892 0.8197 0.28 0.61 0.54
H -1.1637 1.8164 0.7140 -0.78 0.43 1.72
H -0.5202 1.9588 -0.8996 0.24 1.67 -3.18
H 0.5011 -0.7925 2.1149 -0.99 -0.35 0.13
H 0.6010 0.2811 -1.9532 -0.53 -0.43 1.89
H 1.4007 -0.7941 -0.9265 -0.60 -0.03 0.73
```
Forces are in eV/Å.

(8)
# C2H5IN2O2

C2H5IN2O2 as an isolated structure (wB97M-V/def2-TZVPD, the OMol25 dataset).

Results
Frontier orbital gap (alpha / beta) ... 7.958 / 7.051 eV
Calculated total energy ... -636.7622 Ha
Total charge ... 0
Energy above the lowest of the compared OMol25 structures with the same formula, charge and spin ... 111.5 kJ/mol

```
12
Properties=species:S:1:pos:R:3:forces:R:3
C -0.4508 -1.0046 -0.1678 1.37 1.11 -1.60
C -1.1721 0.2346 -0.3297 1.19 -1.01 -0.22
N 2.2952 1.1602 1.5582 0.14 1.95 -0.43
N -0.8221 1.2461 -1.1844 1.66 -0.79 0.71
O -0.9960 -1.8923 0.7027 -0.55 0.19 -0.02
O 0.5793 -1.2458 -0.8004 -1.13 -0.72 0.02
I 2.7605 0.1343 -0.0028 1.13 -0.16 -0.27
H -2.0934 0.0682 0.0972 -2.40 0.95 0.61
H 1.9330 0.5459 2.2403 -0.37 -1.29 1.07
H 0.1950 1.4357 -1.1951 -0.82 -0.36 -0.32
H -0.8806 -2.7731 0.3255 0.35 -0.04 0.16
H -1.3478 2.0908 -1.2437 -0.58 0.18 0.29
```
Forces are in eV/Å.

Max |F|, respectively: 3.2 2.6 6.6 3.5 4.1 5.0 4.3 2.6 eV/A.